No. 1
DFT (the ωB97M-V functional and the def2-TZVPD basis) results for C33H45LaN5S as an isolated structure.

```
! RIJCOSX wB97M-V def2-TZVPD def2/J DEFGRID3
* xyz -1 1
La -0.99 -0.06 -0.42
N -2.73 2.34 0.45
N -2.10 -2.24 -1.76
C 1.71 -0.40 0.85
C 0.59 -0.73 1.69
C 0.02 0.51 2.14
C -1.12 0.72 3.08
H -1.43 -0.23 3.52
H -1.99 1.17 2.57
H -0.82 1.40 3.90
C 0.73 1.58 1.53
C 0.51 3.01 1.82
H 0.94 3.29 2.80
H -0.56 3.25 1.85
H 0.97 3.66 1.06
C 1.80 1.02 0.77
C 2.91 1.82 0.19
H 2.51 2.54 -0.54
H 3.65 1.18 -0.33
H 3.44 2.38 0.97
C 0.12 -2.11 2.02
H 0.64 -2.51 2.91
H 0.28 -2.81 1.19
H -0.97 -2.11 2.24
C 2.69 -1.36 0.28
H 3.08 -0.99 -0.69
H 2.24 -2.34 0.10
H 3.55 -1.51 0.95
C -3.25 3.51 0.10
H -2.77 4.49 0.53
C -4.40 3.47 -0.80
H -4.95 4.43 -0.93
C -4.79 2.28 -1.57
H -5.43 2.40 -2.49
C -4.35 1.03 -1.15
H -4.62 0.06 -1.60
C -3.54 1.04 0.13
C -3.25 0.05 1.09
H -2.98 -1.05 1.62
C -0.78 -2.17 -1.70
C -2.46 -3.63 -1.71
H -3.49 -3.82 -1.42
C -1.41 -4.36 -2.12
H -1.42 -5.36 -2.44
N -0.35 -3.41 -2.18
C 0.98 -3.69 -2.34
C 1.48 -4.84 -1.71
C 2.86 -5.21 -1.86
H 3.22 -6.11 -1.37
C 3.72 -4.40 -2.61
C 5.14 -4.83 -2.89
H 5.79 -3.96 -2.99
H 5.19 -5.39 -3.82
H 5.52 -5.47 -2.09
C 3.26 -3.18 -3.14
H 3.94 -2.52 -3.65
C 1.88 -2.81 -3.00
C 1.46 -1.48 -3.52
H 0.36 -1.37 -3.57
H 1.89 -1.30 -4.52
H 1.84 -0.66 -2.87
C 0.65 -5.59 -0.73
H -0.23 -6.08 -1.17
H 0.31 -4.93 0.10
H 1.26 -6.37 -0.28
C 2.35 4.29 -2.60
N 1.04 4.58 -2.02
C 1.04 5.75 -1.14
C -0.09 3.85 -2.27
S -0.04 2.09 -2.39
N -1.26 4.55 -2.45
C -1.60 5.66 -1.56
C -2.33 4.13 -3.35
H 2.69 5.17 -3.18
H 2.31 3.42 -3.27
H 3.09 4.14 -1.80
H 0.67 6.66 -1.66
H 0.45 5.55 -0.23
H 2.07 5.94 -0.84
H -2.68 5.82 -1.59
H -1.33 5.40 -0.52
H -1.11 6.58 -1.90
H -2.42 4.84 -4.19
H -2.14 3.12 -3.73
H -3.28 4.15 -2.81
*
```

largest force on an atom: 0.0834 hartree/bohr
LUMO level (alpha / beta): 2.30 / 2.30 eV
ΔE to the lowest compared entry with this formula, charge and spin: 104.4 kcal/mol
E_tot: -1987.8019 a.u.
Kohn-Sham gap (alpha / beta): 4.23 / 4.23 eV

Atom charges from the Löwdin analysis, given in e for atoms 1 to 8: number 1, La, carries 1.7610; number 2, N, carries -0.0292; number 3, N, carries -0.0721; number 4, C, carries -0.3111; number 5, C, carries -0.3802; number 6, C, carries -0.3420; number 7, C, carries -0.1056; number 8, H, carries 0.0680

=====

No. 2
DFT (the ωB97M-V functional and the def2-TZVPD basis) results for a 8-piece molecular cluster, C26H32Cl6N6 overall.

```
! RIJCOSX wB97M-V def2-TZVPD def2/J DEFGRID3
* xyz 0 1
C -12.57 -13.08 13.68
C -12.67 -11.92 14.47
C -12.48 -10.84 13.66
N -12.26 -11.28 12.36
C -12.31 -12.62 12.40
H -12.54 -14.11 14.09
H -12.80 -11.80 15.53
H -12.52 -9.75 13.84
H -12.32 -10.68 11.53
H -12.52 -13.13 11.49
C -9.45 -7.59 12.18
C -9.08 -8.88 12.53
C -9.58 -9.13 13.76
N -10.38 -8.00 14.11
C -10.27 -7.07 13.13
H -9.16 -6.97 11.37
H -8.48 -9.54 11.95
H -9.56 -9.95 14.47
H -10.93 -7.98 14.93
H -10.71 -6.04 13.13
C -12.32 -6.94 16.81
C -13.29 -6.49 15.83
C -14.17 -7.53 15.62
N -13.73 -8.63 16.33
C -12.68 -8.20 17.10
H -11.44 -6.51 17.18
H -13.35 -5.59 15.32
H -14.72 -7.73 14.68
H -14.29 -9.56 16.48
H -12.26 -8.79 17.86
C -12.65 -5.78 8.74
C -13.87 -6.35 8.35
C -14.81 -5.28 8.36
N -14.17 -4.16 8.81
C -12.84 -4.44 8.93
H -11.69 -6.25 8.80
H -14.14 -7.30 7.89
H -15.84 -5.26 8.09
H -14.49 -3.24 8.79
H -12.08 -3.66 9.08
C -13.00 -9.68 9.06
C -14.30 -9.58 9.63
C -14.25 -8.93 10.83
N -12.95 -8.65 11.06
C -12.15 -9.09 10.01
H -12.60 -10.15 8.16
H -15.25 -9.89 9.21
H -15.01 -8.65 11.50
H -12.53 -8.04 11.81
H -11.08 -9.08 9.98
C -11.22 -9.90 4.66
C -11.58 -10.29 3.35
C -12.93 -10.15 3.17
N -13.45 -9.72 4.34
C -12.44 -9.54 5.25
H -10.24 -9.80 5.22
H -10.93 -10.74 2.62
H -13.52 -10.37 2.29
H -14.48 -9.69 4.59
H -12.63 -9.16 6.32
Cl -15.97 -14.83 6.37
C -15.18 -13.26 6.55
Cl -16.24 -11.94 6.39
Cl -13.80 -13.01 5.42
H -14.68 -13.20 7.53
Cl -16.25 -10.33 13.37
C -15.79 -12.06 13.39
Cl -16.36 -12.81 11.88
Cl -16.60 -12.77 14.80
H -14.72 -12.13 13.51
*
```

largest force on an atom: 0.0648 hartree/bohr
LUMO level: 0.40 eV
SMILES: c1cc[nH]c1.c1cc[nH]c1.c1cc[nH]c1.c1cc[nH]c1.c1cc[nH]c1.c1cc[nH]c1.ClC(Cl)Cl.ClC(Cl)Cl
E_tot: -4099.4997 a.u.
Kohn-Sham gap: 8.49 eV

Atom charges from the natural (NBO) analysis, given in e for atoms 1 to 8: number 1, C, carries -0.3455; number 2, C, carries -0.3344; number 3, C, carries -0.0836; number 4, N, carries -0.5124; number 5, C, carries -0.0559; number 6, H, carries 0.2359; number 7, H, carries 0.2185; number 8, H, carries 0.2176

=====

No. 3
DFT (the ωB97M-V functional and the def2-TZVPD basis) results for H28O14Xe as an isolated structure.

```
! RIJCOSX wB97M-V def2-TZVPD def2/J DEFGRID3
* xyz 0 1
Xe -0.20 -0.38 -0.37
O 2.26 -0.42 -3.23
H 2.67 -0.07 -4.03
H 2.26 -1.37 -3.36
O 3.30 1.18 1.28
H 3.11 0.25 1.36
H 3.01 1.41 0.40
O -0.02 0.66 -4.33
H 0.82 0.34 -4.00
H -0.46 -0.12 -4.66
O 2.73 1.58 -1.46
H 1.92 2.08 -1.42
H 2.52 0.82 -2.01
O -0.44 -1.48 3.13
H -1.33 -1.28 2.84
H -0.07 -2.00 2.42
O -3.52 -1.48 1.71
H -3.44 -1.06 0.86
H -4.20 -0.99 2.16
O 2.52 -1.55 1.95
H 1.99 -2.18 1.46
H 3.37 -1.98 2.05
O 0.71 -3.50 1.17
H 1.20 -3.71 0.37
H 1.06 -4.10 1.83
O 0.75 1.14 3.29
H 1.55 1.09 2.77
H 0.39 0.26 3.27
O -2.67 1.85 1.38
H -3.38 2.42 1.67
H -3.06 1.32 0.68
O -0.31 3.20 1.87
H 0.16 2.47 2.29
H -1.17 2.84 1.68
O -3.89 0.19 -0.76
H -3.49 0.32 -1.62
H -4.81 0.41 -0.89
O 0.58 3.18 -0.97
H 1.07 4.00 -0.91
H 0.29 3.01 -0.07
O -0.96 -2.84 -3.00
H -1.80 -3.30 -3.06
H -0.97 -2.23 -3.74
*
```

largest force on an atom: 0.0286 hartree/bohr
LUMO level: -0.50 eV
ΔE to the lowest compared entry with this formula, charge and spin: 6.9 kcal/mol
E_tot: -1399.5227 a.u.
Kohn-Sham gap: 9.48 eV

Atom charges from the natural (NBO) analysis, given in e for atoms 1 to 8: number 1, Xe, carries 0.0011; number 2, O, carries -0.9435; number 3, H, carries 0.4895; number 4, H, carries 0.4939; number 5, O, carries -0.9944; number 6, H, carries 0.4768; number 7, H, carries 0.4947; number 8, O, carries -0.9430

=====

No. 4
DFT (the ωB97M-V functional and the def2-TZVPD basis) results for C41H29F3NNiP2S2 as an isolated structure.

```
! RIJCOSX wB97M-V def2-TZVPD def2/J DEFGRID3
* xyz -1 3
Ni 0.43 -0.46 -1.00
S 2.60 -1.15 -0.18
P 1.32 -1.15 1.40
C -0.30 -1.22 0.95
P -0.98 -2.58 0.24
S -0.92 -2.30 -1.70
C -2.75 -2.72 0.77
C -3.51 -3.71 0.27
C -4.84 -3.87 0.62
C -5.42 -2.93 1.44
C -4.63 -1.92 1.92
C -3.32 -1.81 1.66
C -0.41 -4.33 0.52
C 0.35 -5.12 -0.35
C 0.72 -6.40 -0.06
C 0.46 -6.88 1.16
C -0.27 -6.12 2.11
C -0.73 -4.86 1.79
C 1.67 0.53 2.10
C 2.96 0.83 2.51
C 3.31 2.18 2.81
C 2.33 3.14 2.75
C 1.03 2.86 2.46
C 0.65 1.55 2.15
C 1.82 -2.34 2.72
C 2.86 -3.27 2.38
C 3.49 -3.94 3.39
C 3.32 -3.57 4.72
C 2.32 -2.63 5.03
C 1.53 -2.11 4.04
H -3.07 -4.40 -0.44
H -5.32 -4.69 0.15
H -6.45 -3.05 1.75
H -5.12 -1.11 2.50
H -2.61 -0.97 1.89
H 0.52 -4.74 -1.38
H 1.40 -6.98 -0.71
H 0.63 -7.93 1.42
H -0.51 -6.56 3.08
H -1.38 -4.24 2.46
H 3.67 0.07 2.36
H 4.29 2.51 3.19
H 2.60 4.16 2.88
H 0.29 3.63 2.60
H -0.36 1.25 1.98
H 3.14 -3.47 1.35
H 4.41 -4.51 3.14
H 3.96 -3.99 5.48
H 2.06 -2.48 6.07
H 0.72 -1.36 4.23
F -2.49 8.15 0.52
C -2.06 7.93 -0.71
F -3.04 8.33 -1.53
F -1.04 8.82 -0.88
C -1.60 6.57 -1.02
C -0.25 6.37 -0.82
C 0.30 5.09 -0.93
C -0.56 4.01 -1.19
C -1.91 4.30 -1.45
C -2.39 5.55 -1.37
C -0.12 2.65 -1.18
C 0.29 1.50 -1.13
H 0.44 7.19 -0.66
H 1.39 5.05 -0.68
H -2.61 3.60 -1.87
H -3.47 5.77 -1.63
N 2.32 -1.30 -5.15
C 1.93 -0.22 -5.15
C 1.33 1.06 -5.53
C 0.38 1.63 -4.69
C -0.22 2.80 -5.13
C 0.12 3.33 -6.38
C 1.16 2.75 -7.12
C 1.75 1.58 -6.69
H 0.04 1.18 -3.70
H -1.11 3.19 -4.59
H -0.42 4.16 -6.71
H 1.39 3.15 -8.10
H 2.49 0.95 -7.19
*
```

largest force on an atom: 0.0740 hartree/bohr
LUMO level (alpha / beta): 2.50 / 2.44 eV
ΔE to the lowest compared entry with this formula, charge and spin: 10.3 kcal/mol
E_tot: -4921.5065 a.u.
Kohn-Sham gap (alpha / beta): 6.87 / 7.28 eV

Atom charges from the Löwdin analysis, given in e for atoms 1 to 8: number 1, Ni, carries 0.0810; number 2, S, carries 0.2927; number 3, P, carries 0.3988; number 4, C, carries -0.5936; number 5, P, carries 0.3649; number 6, S, carries 0.3160; number 7, C, carries -0.3487; number 8, C, carries -0.1230

=====

No. 5
DFT (the ωB97M-V functional and the def2-TZVPD basis) results for a 3-piece molecular cluster, C3H11NO3 overall.

```
! RIJCOSX wB97M-V def2-TZVPD def2/J DEFGRID3
* xyz 0 1
C -1.74 1.21 -0.59
C -1.53 -0.02 -1.51
C -0.44 -0.90 -1.00
N 0.80 -0.30 -0.71
O -0.48 -2.09 -1.20
H -1.10 2.16 -0.74
H -1.69 1.00 0.50
H -2.81 1.38 -0.71
H -2.49 -0.51 -1.23
H -1.53 0.16 -2.58
H 0.83 0.51 -0.10
H 1.41 -1.03 -0.37
O 1.48 2.38 -2.85
H 2.22 2.35 -2.23
H 1.85 2.16 -3.71
O 2.13 -2.57 6.26
H 1.89 -3.51 6.28
H 1.20 -2.37 6.50
*
```

largest force on an atom: 0.0702 hartree/bohr
LUMO level: 0.67 eV
SMILES: CCC(N)=O.O.O
ΔE to the lowest compared entry with this formula, charge and spin: 35.3 kcal/mol
E_tot: -401.3569 a.u.
Kohn-Sham gap: 10.32 eV

Atom charges from the natural (NBO) analysis, given in e for atoms 1 to 8: number 1, C, carries -0.6299; number 2, C, carries -0.5019; number 3, C, carries 0.6724; number 4, N, carries -0.8310; number 5, O, carries -0.5886; number 6, H, carries 0.2161; number 7, H, carries 0.2066; number 8, H, carries 0.2156